[1]
Molecular formula: C5H3NO5Ru
Method: DFT, ωB97M-V with the def2-TZVPD basis set

The HOMO-LUMO gap (alpha / beta) comes out at 0.1724 / 0.1387 Ha. Its net charge is +3. Its total energy is -19497.470 eV. The highest occupied orbital energy (alpha / beta) is -18.428 / -23.775 eV. Its multiplicity is 6. As for the energy above the lowest of the compared OMol25 structures with the same formula, charge and spin: 54.55 kJ/mol.

Positions of all 15 atoms, in Å:
O (0.007, 0.013, -5.532)
C (0.003, 0.005, -4.395)
Ru (0.001, -0.001, 0.605)
O (1.846, -2.353, 0.138)
C (1.141, -1.456, 0.238)
C (-1.132, 1.445, 0.242)
O (-1.842, 2.354, 0.144)
C (-1.459, -1.144, 0.243)
O (-2.354, -1.842, 0.149)
C (1.445, 1.130, 0.245)
O (2.352, 1.843, 0.147)
N (-0.023, -0.031, 3.083)
H (-0.986, 0.547, 3.111)
H (0.977, 0.561, 3.125)
H (-0.010, -1.125, 3.104)

Forces on the atoms, in the same order (eV/Å):
O 0.0 0.0 3.6
C 0.0 0.0 -4.3
Ru -0.1 -0.3 1.0
O -1.7 2.1 -0.1
C 4.0 -5.0 -0.4
C -4.6 6.0 -0.6
O 2.3 -2.9 0.0
C -4.5 -3.5 -0.3
O 1.6 1.3 -0.1
C 6.1 4.8 -0.6
O -3.0 -2.4 0.0
N 0.7 1.2 0.0
H 2.7 -1.7 0.6
H -3.4 -2.0 0.5
H -0.1 2.5 0.7

Löwdin charges in e: 0.43 0.57 1.15 0.27 -0.21 -0.22 0.26 -0.21 0.28 -0.22 0.26 0.12 0.17 0.20 0.14

---

[2]
Molecular formula: C5H9NO
Method: DFT, ωB97M-V with the def2-TZVPD basis set

The HOMO-LUMO gap comes out at 0.3792 Ha. Its total energy is -8867.665 eV. The highest occupied orbital energy is -9.557 eV. As for the energy above the lowest of the compared OMol25 structures with the same formula, charge and spin: 149.31 kJ/mol.

Positions of all 16 atoms, in Å:
C (-1.278, 0.448, -0.606)
C (0.148, 0.226, -0.069)
C (1.226, 1.210, -0.477)
C (0.009, -0.329, 1.369)
N (-0.075, -1.727, 0.832)
C (0.501, -1.223, -0.394)
O (1.096, -1.772, -1.275)
H (-1.836, 1.186, -0.020)
H (-1.847, -0.499, -0.508)
H (-1.283, 0.730, -1.661)
H (1.064, 2.237, -0.140)
H (1.299, 1.208, -1.569)
H (2.194, 0.866, -0.092)
H (0.911, -0.203, 1.975)
H (-0.863, -0.024, 1.954)
H (-1.063, -1.879, 0.579)

Forces on the atoms, in the same order (eV/Å):
C -0.2 -0.2 -0.1
C 0.1 -0.1 -0.1
C 0.0 0.1 0.0
C -0.1 0.1 0.2
N -0.3 -0.2 -0.1
C 0.1 -0.1 -0.6
O -0.4 0.2 0.5
H 0.3 0.1 -0.1
H 0.1 0.6 -0.2
H 0.0 0.0 0.1
H -0.1 -0.1 0.0
H 0.0 0.1 0.1
H -0.2 0.1 0.0
H -0.1 -0.1 -0.1
H 0.1 0.0 -0.2
H 0.6 -0.5 0.5

Löwdin charges in e: -0.02 -0.45 -0.03 -0.12 0.07 -0.45 0.14 0.09 0.09 0.09 0.08 0.09 0.09 0.12 0.12 0.11

---

[3]
Molecular formula: C12H18N4O4S
Method: DFT, ωB97M-V with the def2-TZVPD basis set

The HOMO-LUMO gap comes out at 0.3295 Ha. Its total energy is -37719.800 eV. The highest occupied orbital energy is -8.738 eV. The SMILES is [H]/N=C(/N)N(C)CC(=O)NS(=O)(=O)c1ccc(CCO)cc1. As for the energy above the lowest of the compared OMol25 structures with the same formula, charge and spin: 80.30 kJ/mol.

Positions of all 39 atoms, in Å:
H (4.761, -0.518, -0.018)
N (4.037, 0.054, 0.411)
C (3.225, -0.586, 1.165)
N (2.304, 0.200, 1.731)
N (3.256, -1.959, 1.281)
C (4.162, -2.762, 0.420)
C (2.396, -2.691, 2.247)
C (0.904, -2.818, 1.784)
O (0.171, -3.621, 2.394)
N (0.286, -1.993, 0.918)
S (-0.864, -1.066, 1.670)
O (-0.163, -0.325, 2.754)
O (-2.042, -1.783, 2.208)
C (-1.397, 0.013, 0.295)
C (-2.724, -0.093, -0.097)
C (-3.172, 0.627, -1.178)
C (-2.301, 1.546, -1.814)
C (-2.821, 2.424, -2.836)
C (-3.669, 3.533, -2.218)
O (-4.271, 4.377, -3.259)
C (-1.006, 1.702, -1.384)
C (-0.541, 0.920, -0.327)
H (1.798, -0.158, 2.542)
H (2.542, 1.172, 1.671)
H (3.949, -3.840, 0.494)
H (5.210, -2.644, 0.683)
H (4.013, -2.508, -0.634)
H (2.799, -3.732, 2.446)
H (2.400, -2.137, 3.161)
H (0.885, -1.418, 0.366)
H (-3.445, -0.783, 0.322)
H (-4.213, 0.509, -1.532)
H (-3.449, 1.855, -3.541)
H (-2.020, 2.878, -3.413)
H (-3.094, 4.211, -1.543)
H (-4.461, 3.073, -1.639)
H (-3.603, 4.949, -3.682)
H (-0.342, 2.395, -1.845)
H (0.499, 0.997, -0.007)

Forces on the atoms, in the same order (eV/Å):
H -0.3 0.1 0.1
N 1.2 0.2 -0.9
C 2.4 -0.1 -1.8
N -1.8 -1.0 1.8
N -0.7 -1.7 0.7
C -0.7 0.1 0.1
C 0.2 -0.4 -2.2
C -0.7 -4.0 4.1
O 2.1 1.4 -1.1
N -0.4 0.7 -1.5
S -2.8 1.6 3.8
O -1.0 -0.9 -2.1
O 2.4 1.0 -2.2
C 0.4 -0.3 0.7
C -0.6 -0.7 -0.4
C 0.3 0.9 -0.5
C -0.6 -0.9 1.0
C -0.9 0.8 -1.5
C 0.2 1.6 -1.0
O 0.3 -0.6 0.6
C 0.2 -1.1 1.2
C 0.4 -0.3 0.3
H 0.0 0.8 -0.4
H 0.0 0.1 0.2
H -0.2 0.5 0.3
H 0.1 0.2 0.1
H 0.1 0.1 0.1
H -0.6 1.4 -0.3
H -0.3 0.2 0.8
H 0.5 0.7 -0.5
H 0.5 -0.1 0.5
H 0.7 0.1 0.2
H 0.1 0.3 0.2
H 0.2 0.0 -0.1
H -0.1 -0.7 -0.3
H -0.4 0.2 -0.1
H -0.3 -0.6 0.5
H 0.3 0.5 -0.3
H -0.2 0.0 0.0

Löwdin charges in e: 0.01 0.09 -0.60 0.13 -0.11 -0.05 -0.03 -0.45 0.07 -0.02 0.78 -0.33 -0.28 -0.25 -0.06 -0.01 -0.25 -0.17 -0.21 -0.09 -0.01 -0.04 0.07 0.11 0.09 0.08 0.09 0.15 0.12 0.10 0.12 0.14 0.14 0.12 0.13 0.11 0.09 0.12 0.10

---

[4]
Molecular formula: CH5IN2
Method: DFT, ωB97M-V with the def2-TZVPD basis set

The HOMO-LUMO gap comes out at 0.3122 Ha. Its total energy is -12195.835 eV. The highest occupied orbital energy is -8.004 eV. As for the energy above the lowest of the compared OMol25 structures with the same formula, charge and spin: 168.37 kJ/mol.

Positions of all 9 atoms, in Å:
C (-1.064, -0.677, 0.692)
N (-0.339, 0.748, -0.960)
N (-0.524, -0.375, -0.450)
I (4.473, 0.550, 0.363)
H (-1.443, 0.038, 1.346)
H (-1.126, -1.673, 0.965)
H (0.015, 0.458, -1.932)
H (3.042, 0.740, -0.160)
H (-0.296, -1.273, -1.027)

Forces on the atoms, in the same order (eV/Å):
C 0.3 0.1 -0.3
N 1.5 1.6 -3.8
N -0.6 -4.8 0.4
I 1.6 -0.2 0.6
H -0.3 1.4 0.7
H 0.0 -1.7 0.2
H -0.5 1.5 1.6
H -1.6 0.2 -0.6
H -0.3 1.9 1.3

Löwdin charges in e: -0.02 -0.01 -0.30 0.43 0.05 0.03 0.07 -0.44 0.20

---

[5]
Molecular formula: C19H34CeF6OP2
Method: DFT, ωB97M-V with the def2-TZVPD basis set

The HOMO-LUMO gap (alpha / beta) comes out at 0.2098 / 0.2103 Ha. Its net charge is +2. Its total energy is -70094.647 eV. The highest occupied orbital energy (alpha / beta) is -13.997 / -13.997 eV. As for the energy above the lowest of the compared OMol25 structures with the same formula, charge and spin: 75.82 kJ/mol.

Positions of all 63 atoms, in Å:
P (0.933, -1.291, -1.496)
P (1.501, 2.037, -1.147)
C (1.156, -0.109, -2.937)
C (2.061, 1.092, -2.654)
H (0.118, 0.203, -3.061)
H (1.417, -0.613, -3.885)
H (3.097, 0.755, -2.535)
H (2.045, 1.788, -3.500)
C (-0.118, 2.524, -1.903)
H (-0.742, 3.136, -1.247)
H (-0.771, 1.672, -2.145)
H (-0.007, 3.132, -2.821)
C (2.369, 3.589, -0.708)
H (2.259, 4.303, -1.548)
H (3.437, 3.377, -0.520)
H (1.935, 4.010, 0.216)
C (-0.089, -2.385, -2.688)
H (-0.343, -3.356, -2.235)
H (0.582, -2.593, -3.545)
H (-1.012, -1.938, -3.101)
C (2.250, -2.599, -1.416)
H (3.245, -2.172, -1.224)
H (2.222, -3.165, -2.363)
H (1.961, -3.322, -0.631)
Ce (2.122, 0.177, 0.605)
C (-2.781, 0.335, -0.638)
C (-3.242, -0.208, -1.774)
C (-4.228, -1.307, -2.030)
C (-4.307, -2.307, -0.868)
C (-3.025, -3.054, -0.738)
C (-2.055, -2.768, 0.109)
C (-1.680, -1.502, 0.838)
C (-2.549, -0.189, 0.767)
C (3.662, -1.294, 1.424)
H (-2.429, 1.385, -0.763)
H (-2.888, 0.233, -2.720)
H (-3.915, -1.766, -2.974)
H (-5.237, -0.856, -2.199)
H (-4.549, -1.809, 0.080)
H (-5.138, -2.998, -1.042)
H (-2.851, -3.863, -1.478)
H (-1.210, -3.449, 0.203)
H (-0.725, -1.155, 0.372)
H (-1.319, -1.669, 1.886)
H (-3.491, -0.286, 1.344)
H (-1.931, 0.562, 1.319)
H (4.343, -0.736, 2.083)
H (4.148, -1.854, 0.608)
H (2.974, -1.979, 1.965)
C (-0.246, 0.994, 4.299)
C (0.868, 1.474, 3.415)
O (0.853, 0.782, 2.191)
C (0.679, 2.993, 3.169)
F (0.383, 3.658, 4.318)
F (1.771, 3.613, 2.633)
F (-0.383, 3.204, 2.336)
C (2.253, 1.291, 4.084)
F (2.475, 2.198, 5.062)
F (2.394, 0.029, 4.594)
F (3.270, 1.423, 3.162)
H (-1.161, 1.105, 3.716)
H (-0.309, 1.574, 5.226)
H (-0.053, -0.058, 4.513)

Forces on the atoms, in the same order (eV/Å):
P -1.0 -1.7 -3.3
P -2.4 1.7 -2.5
C 0.5 0.1 0.5
C 0.9 0.3 -0.1
H 0.1 0.1 -0.1
H 0.2 0.2 0.6
H 0.1 0.0 -0.1
H 0.2 0.0 0.1
C -0.8 0.5 0.3
H 0.3 0.0 0.3
H 0.5 0.1 0.2
H 0.5 -0.4 0.3
C 0.4 -0.1 -0.5
H 0.2 -0.3 0.5
H -0.3 0.3 -0.2
H 0.0 -0.3 -0.4
C -0.8 -0.4 0.4
H 0.0 0.5 0.0
H -0.2 0.3 0.6
H 0.4 0.0 0.6
C 0.3 0.3 -0.1
H -0.2 -0.5 -0.2
H 0.4 0.4 0.4
H 0.2 0.5 -0.1
Ce -0.3 -1.2 3.7
C 0.9 0.8 -0.3
C 0.0 0.3 -0.3
C 0.0 0.0 0.4
C -0.4 0.2 -0.2
C -0.2 -0.5 -0.6
C 1.5 0.4 0.4
C -0.1 1.2 0.6
C -0.3 -0.5 0.8
C -0.4 -0.1 -0.2
H 0.3 -0.9 0.0
H -0.7 0.6 0.5
H -0.4 -0.4 0.1
H 0.8 -0.2 0.0
H 0.1 0.1 -0.3
H 0.2 -0.1 0.0
H -0.3 0.1 0.9
H -0.1 -0.3 -0.4
H -0.4 -0.4 0.0
H -0.8 -0.1 -0.6
H 0.5 -0.1 -0.2
H -0.6 -0.4 -0.4
H -0.1 -0.4 -0.1
H 0.1 0.3 0.4
H 0.4 0.3 0.1
C -0.1 -0.3 0.2
C 0.5 0.6 0.0
O 1.3 0.0 -1.1
C -1.1 1.6 0.5
F 0.5 -0.8 -1.1
F -0.7 -0.7 0.0
F 1.1 -0.3 0.3
C 0.6 -0.4 1.3
F -0.2 -1.2 -1.1
F -0.2 1.4 -0.6
F -0.5 -0.1 -0.1
H -0.1 -0.1 0.3
H 0.0 -0.2 -0.2
H -0.3 0.1 0.1

Löwdin charges in e: 0.88 0.80 -0.38 -0.36 0.06 0.12 0.09 0.11 -0.20 0.06 0.02 0.09 -0.19 0.08 0.07 0.06 -0.20 0.06 0.06 0.06 -0.24 0.03 0.07 0.08 1.08 -0.10 -0.13 -0.18 -0.18 -0.11 -0.13 -0.20 -0.17 -0.18 0.09 0.10 0.11 0.14 0.12 0.12 0.13 0.10 0.01 0.12 0.12 0.09 0.06 0.04 0.07 0.05 -0.40 -0.30 -0.49 0.16 0.14 0.14 -0.47 0.20 0.16 0.10 0.11 0.12 0.11

---

[6]
Molecular formula: CH8O5
Method: DFT, ωB97M-V with the def2-TZVPD basis set

The HOMO-LUMO gap (alpha / beta) comes out at 0.3657 / 0.1841 Ha. Its net charge is +1. Its total energy is -11394.287 eV. The highest occupied orbital energy (alpha / beta) is -15.151 / -15.148 eV. Its multiplicity is 2. As for the energy above the lowest of the compared OMol25 structures with the same formula, charge and spin: 67.35 kJ/mol.

Positions of all 14 atoms, in Å:
O (0.256, -1.102, 1.477)
C (1.046, -1.840, 0.856)
O (1.267, -1.719, -0.369)
H (1.580, -2.634, 1.389)
H (0.438, -1.285, -0.827)
H (-0.557, 0.624, -1.314)
H (-1.479, -0.514, -1.574)
O (-0.543, -0.360, -1.409)
H (-2.915, 2.083, -1.100)
H (-2.095, 2.112, 0.220)
O (-2.041, 2.256, -0.738)
H (1.312, 2.081, 0.302)
H (0.861, 0.842, 1.119)
O (0.532, 1.626, 0.685)

Forces on the atoms, in the same order (eV/Å):
O -0.6 0.1 0.7
C 0.8 -0.5 -0.5
O -0.3 -0.8 -0.2
H 0.1 0.1 0.5
H -0.1 1.3 -0.7
H 0.4 -0.3 0.4
H -0.2 -0.6 -0.1
O -0.3 0.7 0.0
H -0.1 0.2 0.1
H -0.1 0.2 -0.4
O 0.3 -0.5 0.1
H -0.6 -0.3 0.4
H 0.4 0.2 0.4
O 0.3 0.4 -0.7

Löwdin charges in e: 0.36 -0.20 0.22 0.21 0.10 0.08 0.10 0.01 0.05 0.05 -0.05 0.09 0.00 -0.01